# C3HN5

An isolated molecule of C3HN5 in a non-equilibrium geometry (wB97M-V/def2-TZVPD, OMol25).

E: -10572.82230 eV
relative energy (zero: lowest compared OMol25 entry of this formula, charge and spin): 100.2 kJ/mol

Structure (XYZ):
```
9
Properties=species:S:1:pos:R:3:forces:R:3
C 1.214 0.717 1.031 0.1 -0.5 -1.1
C -1.032 -0.046 0.249 0.2 -0.1 0.2
C 0.394 0.157 -0.024 0.5 1.5 2.8
N 2.014 1.089 1.767 -0.2 0.2 0.3
N -1.958 -0.302 -0.840 -0.1 -0.1 0.2
N -1.681 -1.310 -0.201 0.1 0.9 0.4
N 1.271 -0.651 -2.079 0.4 0.6 0.5
N 1.005 -0.183 -1.084 -0.1 -1.7 -2.6
H -1.227 0.529 1.180 -1.0 -0.9 -0.8
```
Forces are in eV/Å.